Formula: C8H18NO4
Source: the Open Molecules 2025 dataset
Level of theory: wB97M-V/def2-TZVPD

Energy relative to the best compared isomer or geometry (same formula, charge and spin)   0.0 kcal/mol
Strongest force on any atom   0.0074 hartree/bohr
Structure (SMILES)   OCCOCOC[C@H]1COCC[NH2+]1
Kohn-Sham gap   9.5 eV
E_LUMO   -0.120 hartree
Net charge   +1

Last columns: bonded neighbours and bond lengths (Å).
Element x y z (Å)
1 O -4.32 -1.20 2.49  C2 1.419, H14 0.953
2 C -3.16 -0.73 1.82  O1 1.419, C3 1.520, H15 1.092, H16 1.093
3 C -3.64 0.13 0.66  C2 1.520, O4 1.422, H17 1.093, H18 1.088
4 O -2.60 0.73 -0.10  C3 1.422, C5 1.392
5 C -1.94 -0.14 -0.97  O4 1.392, O6 1.409, H19 1.091, H20 1.101
6 O -0.95 0.59 -1.65  C5 1.409, C7 1.396
7 C -0.05 1.27 -0.83  O6 1.396, C8 1.535, H21 1.091, H22 1.094
8 C 1.09 0.35 -0.35  C7 1.535, C9 1.514, N13 1.521, H23 1.091
9 C 1.57 -0.65 -1.38  C8 1.514, O10 1.415, H24 1.084, H25 1.100
10 O 2.59 -1.46 -0.84  C9 1.415, C11 1.404
11 C 3.74 -0.71 -0.52  O10 1.404, C12 1.519, H26 1.098, H27 1.089
12 C 3.43 0.37 0.50  C11 1.519, N13 1.497, H28 1.089, H29 1.089
13 N 2.29 1.21 0.00  C8 1.521, C12 1.497, H30 1.023, H31 1.021
14 H -4.30 -2.16 2.53  O1 0.953
15 H -2.53 -1.55 1.49  C2 1.092
16 H -2.59 -0.11 2.52  C2 1.093
17 H -4.31 -0.47 0.03  C3 1.093
18 H -4.23 0.95 1.06  C3 1.088
19 H -2.61 -0.54 -1.74  C5 1.091
20 H -1.49 -0.98 -0.42  C5 1.101
21 H -0.55 1.71 0.04  C7 1.091
22 H 0.37 2.08 -1.42  C7 1.094
23 H 0.84 -0.18 0.57  C8 1.091
24 H 0.75 -1.30 -1.69  C9 1.084
25 H 1.94 -0.12 -2.27  C9 1.100
26 H 4.19 -0.29 -1.42  C11 1.098
27 H 4.46 -1.39 -0.07  C11 1.089
28 H 3.12 -0.07 1.45  C12 1.089
29 H 4.29 1.02 0.67  C12 1.089
30 H 2.57 1.71 -0.85  N13 1.023
31 H 2.03 1.92 0.69  N13 1.021